(1)
ORCA calculation (ωB97M-V/def2-TZVPD) on C3H6N2OS as an isolated structure.

The value obtained for the orbital gap is 9.096 eV. The calculation puts the HOMO energy at -8.3 eV. The calculation puts the lowest unoccupied orbital energy at 0.8 eV. Its total charge is 0. The value obtained for the energy above the lowest of the compared OMol25 structures with the same formula, charge and spin is 139.2 kcal per mole.

Last column: natural (NBO) charge in e.
Atoms and positions in Å:
C -2.576 -0.151 0.326  -0.43
C 0.610 -1.300 0.275  -0.31
C -0.409 1.348 -0.063  0.23
H -2.417 -0.982 1.072  0.22
H -2.894 0.890 1.156  0.20
H -3.396 -0.255 -0.580  0.23
H 1.090 -2.046 -0.377  0.23
H 0.447 -1.606 1.371  0.21
H -1.037 2.381 -0.360  0.20
N -1.232 0.195 -0.283  -0.21
N 0.869 1.371 0.062  -0.63
O -0.593 -1.022 -0.603  -0.37
S 1.859 -0.035 0.053  0.43

(2)
ORCA calculation (ωB97M-V/def2-TZVPD) on C37H50Ge2N5O2Sr as an isolated structure.

The value obtained for the orbital gap is 6.068 eV. The calculation puts the HOMO energy at -8.9 eV. The calculation puts the lowest unoccupied orbital energy at -2.8 eV. Its total charge is +1. The value obtained for the energy above the lowest of the compared OMol25 structures with the same formula, charge and spin is 203.9 kcal per mole.

Last column: Mulliken charge in e.
Atoms and positions in Å:
Sr 0.009 -0.452 0.097  2.79
C 2.559 -2.501 1.303  -1.19
C 3.629 -1.520 1.773  -0.87
C 3.177 -0.750 2.998  0.63
C 4.038 -0.472 4.047  -1.08
C 3.559 0.250 5.129  -0.38
C 2.241 0.670 5.125  -0.96
C 1.453 0.353 4.030  -0.26
N 1.902 -0.339 2.981  0.26
N 1.480 -1.782 0.584  0.05
C 0.360 -2.695 0.213  -1.38
C -0.436 -3.148 1.412  -1.21
C -0.327 -4.454 1.869  -0.79
C -1.099 -4.831 2.959  -0.60
C -1.941 -3.894 3.529  -1.06
C -1.981 -2.613 3.000  -0.27
N -1.247 -2.236 1.953  0.66
C 1.953 -1.078 -0.671  -3.90
C 1.061 -1.468 -1.874  3.17
C 1.493 -2.565 -2.613  -0.96
C 0.656 -3.073 -3.593  -0.92
C -0.524 -2.403 -3.877  -1.05
C -0.825 -1.263 -3.158  -0.68
N -0.077 -0.809 -2.142  -0.38
H 2.098 -2.996 2.154  0.53
H 2.985 -3.274 0.658  0.48
H 3.852 -0.789 0.992  0.36
H 4.555 -2.063 1.954  0.50
H 5.065 -0.812 4.015  0.48
H 4.207 0.477 5.966  0.41
H 1.828 1.233 5.951  0.49
H 0.416 0.662 3.983  0.43
H 0.711 -3.589 -0.301  0.50
H -0.293 -2.229 -0.528  1.10
H 0.345 -5.148 1.383  0.53
H -1.042 -5.837 3.354  0.47
H -2.573 -4.149 4.368  0.45
H -2.635 -1.858 3.417  0.55
H 2.970 -1.345 -0.940  0.69
H 1.958 0.013 -0.520  1.15
H 2.422 -3.055 -2.354  0.52
H 0.919 -3.977 -4.127  0.49
H -1.184 -2.732 -4.666  0.51
H -1.718 -0.683 -3.361  0.59
C -2.100 2.105 3.887  -1.17
C -2.628 1.026 2.940  -0.16
Ge -2.128 1.228 0.983  1.44
C -3.656 0.129 0.218  -0.46
C -5.053 0.695 0.475  -1.40
C -2.686 3.102 0.742  -0.56
C -1.908 4.014 0.164  0.87
Ge -0.046 3.657 -0.315  0.33
C 1.175 3.874 1.190  -1.09
C 0.661 3.440 2.561  -0.20
C 0.593 4.809 -1.751  -0.84
C 1.081 6.187 -1.287  -1.42
C -2.235 5.472 0.095  -1.20
C -2.278 6.227 1.267  -0.20
C -2.556 7.587 1.224  -0.73
C -2.799 8.209 0.008  -0.50
C -2.775 7.463 -1.164  -0.83
C -2.489 6.108 -1.119  0.19
H -2.453 1.952 4.911  0.43
H -2.429 3.100 3.576  0.29
H -1.010 2.123 3.913  0.14
H -3.715 0.967 3.024  0.47
H -2.201 0.065 3.234  -0.48
H -3.552 -0.866 0.671  0.28
H -3.509 0.009 -0.863  0.30
H -5.250 0.807 1.542  0.28
H -5.835 0.053 0.060  0.39
H -5.160 1.679 0.016  0.32
H -3.641 3.443 1.155  0.69
H 2.062 3.300 0.908  0.42
H 1.455 4.928 1.211  0.53
H 1.419 3.592 3.333  0.49
H 0.371 2.389 2.567  -0.59
H -0.221 4.014 2.844  0.17
H -0.187 4.917 -2.508  0.35
H 1.419 4.266 -2.217  0.66
H 0.306 6.738 -0.752  0.25
H 1.389 6.794 -2.140  0.40
H 1.942 6.095 -0.624  0.34
H -2.084 5.736 2.214  0.26
H -2.586 8.161 2.141  0.43
H -3.010 9.270 -0.029  0.41
H -2.978 7.941 -2.114  0.42
H -2.488 5.528 -2.035  0.38
N -1.911 1.854 -2.432  -0.20
C -0.601 1.719 -3.048  -1.59
C 0.571 1.421 -2.119  1.37
O 1.441 0.645 -2.445  -0.65
O 0.602 1.990 -0.918  0.11
H -2.154 2.807 -2.199  0.41
H -1.998 1.319 -1.575  -0.42
H -0.362 2.633 -3.594  0.34
H -0.599 0.909 -3.777  0.72

(3)
ORCA calculation (ωB97M-V/def2-TZVPD) on H3O2PS in the gas phase.

The value obtained for the orbital gap is 9.894 eV. The calculation puts the HOMO energy at -9.4 eV. The calculation puts the lowest unoccupied orbital energy at 0.5 eV. Its total charge is 0. The SMILES is OP(O)S. The value obtained for the energy above the lowest of the compared OMol25 structures with the same formula, charge and spin is 40.7 kcal per mole.

Last column: natural (NBO) charge in e.
Atoms and positions in Å:
O -0.517 -1.740 -0.536  -1.05
P -0.284 -0.766 0.583  1.20
O -1.377 0.740 -0.107  -0.99
S 1.672 -0.448 -0.012  -0.32
H -1.278 -2.356 -0.706  0.54
H -1.376 1.288 0.695  0.46
H 1.233 -0.229 -1.258  0.16

(4)
ORCA calculation (ωB97M-V/def2-TZVPD) on C34H41N8ORuS as an isolated structure.

The value obtained for the orbital gap (spin up / spin down) is 5.604 / 6.091 eV. The calculation puts the HOMO energy (spin up / spin down) at -5.3 / -5.8 eV. Its spin multiplicity is 2. The calculation puts the lowest unoccupied orbital energy (spin up / spin down) at 0.3 / 0.3 eV. Its total charge is 0. The expectation value of S² is 0.778. The value obtained for the energy above the lowest of the compared OMol25 structures with the same formula, charge and spin is 0.0 kcal per mole.

Last column: Mulliken charge in e.
Atoms and positions in Å:
Ru -0.209 0.212 0.115  -0.53
O 3.576 -1.085 0.881  -0.82
C 2.418 -0.648 0.879  -0.21
N 1.747 -0.079 -0.111  0.90
C 2.295 0.143 -1.417  -1.44
C 1.180 0.177 -2.442  0.79
C 1.456 0.137 -3.803  -1.05
C 0.422 0.263 -4.715  -0.48
C -0.872 0.431 -4.243  -0.89
C -1.075 0.447 -2.876  -0.62
N -0.083 0.305 -1.997  0.87
C 1.573 -0.699 2.140  0.79
C 2.134 -1.100 3.335  -1.12
C 1.366 -1.064 4.488  -0.52
C 0.053 -0.633 4.401  -0.86
C -0.448 -0.253 3.168  -0.33
N 0.285 -0.284 2.052  1.12
H 3.048 -0.601 -1.695  0.39
H 2.789 1.125 -1.460  0.39
H 2.482 0.032 -4.132  0.53
H 0.624 0.249 -5.778  0.40
H -1.707 0.561 -4.917  0.51
H -2.058 0.593 -2.446  0.44
H 3.167 -1.418 3.321  0.55
H 1.788 -1.359 5.440  0.43
H -0.582 -0.576 5.273  0.46
H -1.469 0.088 3.055  0.19
N -0.312 2.088 0.080  -0.35
C 0.438 2.975 0.793  0.10
C 1.545 2.693 1.629  -0.37
C 2.203 3.702 2.315  -0.88
C 1.797 5.026 2.220  -0.46
C 0.710 5.337 1.400  -0.56
C 0.055 4.344 0.703  -0.22
H 1.906 1.680 1.720  0.81
H 3.051 3.443 2.939  0.39
H 2.317 5.803 2.765  0.38
H 0.380 6.365 1.304  0.37
H -0.783 4.577 0.057  0.44
C -0.913 -5.822 -3.981  -0.93
C -2.291 -5.161 -3.947  -0.81
C -2.485 -4.117 -2.847  -0.45
C -1.750 -2.796 -3.049  -0.43
N -0.306 -2.887 -2.904  -0.02
C 0.350 -2.978 -1.727  -0.14
S -0.390 -2.716 -0.230  -0.21
N 1.647 -3.315 -1.844  0.23
C 2.542 -3.652 -0.743  -0.24
C 2.492 -5.135 -0.392  -0.68
C 2.759 -6.076 -1.566  -0.03
C 4.100 -5.837 -2.254  -1.24
H -0.922 -6.706 -4.619  0.45
H -0.605 -6.134 -2.980  0.22
H -0.140 -5.159 -4.372  0.17
H -3.042 -5.942 -3.805  0.37
H -2.511 -4.711 -4.921  0.30
H -2.185 -4.528 -1.879  0.27
H -3.551 -3.886 -2.766  0.52
H -2.095 -2.064 -2.321  -0.54
H -1.948 -2.385 -4.042  0.69
H 0.221 -3.092 -3.737  0.47
H 1.963 -3.580 -2.766  0.35
H 2.267 -3.053 0.115  -0.57
H 3.547 -3.337 -1.025  0.57
H 1.511 -5.351 0.039  0.24
H 3.229 -5.311 0.397  0.47
H 1.947 -5.991 -2.296  -0.16
H 2.718 -7.106 -1.204  0.42
H 4.144 -4.862 -2.745  0.26
H 4.296 -6.593 -3.015  0.40
H 4.919 -5.868 -1.533  0.29
N -4.482 -0.517 0.504  -0.03
C -3.214 -0.714 0.059  -0.93
N -2.393 0.233 0.417  0.83
C -3.159 1.121 1.178  -0.12
C -2.807 2.298 1.841  0.16
C -3.799 2.960 2.535  -0.89
C -5.119 2.483 2.577  -0.41
C -5.484 1.322 1.928  -1.10
C -4.477 0.656 1.235  0.66
H -5.258 -1.136 0.356  0.23
H -2.924 -1.595 -0.492  0.37
H -1.795 2.672 1.792  0.21
H -3.555 3.877 3.055  0.46
H -5.864 3.038 3.132  0.39
H -6.499 0.947 1.961  0.40

(5)
ORCA calculation (ωB97M-V/def2-TZVPD) on C7H4 in the gas phase.

The value obtained for the orbital gap is 8.802 eV. The calculation puts the HOMO energy at -8.9 eV. The calculation puts the lowest unoccupied orbital energy at -0.1 eV. Its total charge is 0. The value obtained for the energy above the lowest of the compared OMol25 structures with the same formula, charge and spin is 115.2 kcal per mole.

Last column: Mulliken charge in e.
Atoms and positions in Å:
C 1.420 2.137 1.875  -0.68
C 0.675 0.931 1.863  0.47
C 0.446 1.966 0.850  0.46
C -0.872 1.116 1.217  -0.76
C 0.178 -0.196 -0.251  -0.43
C 0.185 -0.269 1.295  -0.30
C -0.263 1.240 -0.220  -0.14
H 1.110 -0.363 -0.930  0.28
H -0.612 -0.685 -0.748  0.29
H 0.207 -1.158 1.876  0.41
H -0.760 1.621 -1.103  0.40

In the order shown, the computed max |F| values come out to 4.380, 13.490, 6.525, 1.247, 3.303 eV/Å.